Molecular formula: C18H18CdN2O2S
Method: DFT, the ωB97M-V functional and the def2-TZVPD basis

Each line ends with the Löwdin charge.
Geometry (Å):
Cd (0.940, 0.238, 1.096)  1.132
S (1.346, -2.440, -1.714)  0.765
O (1.812, -1.311, -0.868)  -0.704
O (1.141, 2.972, 0.669)  -0.197
N (-2.244, 2.808, -1.970)  0.066
N (-0.995, 1.539, -0.681)  0.057
C (2.808, -3.436, -2.289)  -0.277
C (1.872, 5.798, -1.443)  -0.157
C (-0.888, -3.953, 4.238)  -0.216
C (-2.889, 1.592, -1.877)  -0.137
C (2.006, 4.811, -0.500)  -0.052
C (1.016, 3.788, -0.278)  -0.443
C (-0.216, 4.861, -2.124)  -0.100
C (-1.278, -2.048, 2.252)  -0.200
C (1.019, -1.066, 2.929)  -0.343
C (0.736, 5.854, -2.260)  -0.174
C (0.059, -2.983, 4.065)  -0.173
C (-2.213, -3.032, 2.464)  -0.222
C (-1.083, 2.737, -1.230)  -0.292
C (-2.052, -4.031, 3.438)  -0.234
C (-2.091, 0.831, -1.081)  -0.183
C (0.806, -3.702, -0.513)  -0.259
C (-0.027, -1.948, 3.022)  -0.619
C (-0.109, 3.814, -1.200)  -0.103
H (2.652, 6.546, -1.561)  0.079
H (-2.241, -0.190, -0.761)  0.082
H (-2.802, -4.799, 3.595)  0.029
H (-2.593, 3.610, -2.455)  0.117
H (3.351, -2.816, -3.002)  0.030
H (3.433, -3.670, -1.430)  0.044
H (-3.118, -3.035, 1.857)  0.068
H (0.348, -4.532, -1.056)  0.042
H (0.616, 6.639, -2.998)  0.066
H (2.885, 4.772, 0.134)  0.092
H (-0.741, -4.696, 5.022)  0.064
H (1.642, -4.038, 0.097)  0.056
H (0.076, -3.224, 0.144)  0.031
H (-1.464, -1.264, 1.523)  0.016
H (-1.072, 4.899, -2.794)  0.080
H (2.434, -4.336, -2.776)  0.034
H (-3.816, 1.397, -2.389)  0.081
H (0.934, -2.957, 4.707)  0.056

Computed properties:
Energy relative to the best compared isomer or geometry (same formula, charge and spin) = 10.2 kcal/mol
Gap between HOMO and LUMO = 2.57 eV
Total charge = -2
Strongest force on any atom = 1.189 eV/A


Molecular formula: C18H18Cl2FNO4
Method: DFT, the ωB97M-V functional and the def2-TZVPD basis

Each line ends with the Löwdin charge.
Geometry (Å):
Cl (2.823, 0.730, 3.142)  0.819
Cl (-2.368, -0.116, 3.851)  0.835
F (0.084, 0.040, 2.227)  0.025
O (0.500, 1.312, -0.870)  -0.034
O (-1.647, 0.984, -0.283)  0.003
O (0.883, -2.195, -2.721)  0.027
O (1.305, 0.009, -2.749)  -0.013
N (0.255, 0.289, 3.690)  0.010
C (1.444, 3.504, -0.854)  -0.074
C (-1.819, -2.572, -2.506)  -0.015
C (-0.483, -0.786, -1.364)  -0.023
C (0.340, 2.635, -0.319)  -0.236
C (-4.019, -3.211, -1.678)  -0.121
C (-2.982, -3.343, -2.605)  -0.102
C (1.663, 0.615, 5.574)  -0.061
C (1.489, 0.522, 4.196)  -0.602
C (0.617, -1.060, -2.308)  -0.441
C (-0.813, 0.157, 4.512)  -0.598
C (-0.640, 0.264, 5.889)  -0.057
C (-3.870, -2.275, -0.642)  -0.102
C (-2.708, -1.497, -0.527)  -0.031
C (2.390, -0.375, -3.610)  -0.237
C (3.275, 0.814, -3.874)  -0.075
C (0.603, 0.487, 6.447)  -0.013
C (-0.601, 0.545, -0.777)  -0.470
C (-1.625, -1.628, -1.445)  -0.162
H (1.321, 4.514, -0.451)  0.074
H (-4.655, -2.149, 0.088)  0.082
H (2.680, 0.793, 5.924)  0.124
H (0.391, 2.517, 0.770)  0.108
H (-3.061, -4.058, -3.417)  0.091
H (1.400, 3.556, -1.949)  0.084
H (2.949, -1.165, -3.104)  0.120
H (-1.535, 0.153, 6.500)  0.124
H (4.168, 0.474, -4.413)  0.076
H (-0.636, 3.053, -0.583)  0.122
H (3.582, 1.272, -2.928)  0.074
H (-2.636, -0.735, 0.242)  0.083
H (0.738, 0.560, 7.515)  0.130
H (-1.051, -2.685, -3.263)  0.095
H (-4.915, -3.828, -1.754)  0.088
H (1.988, -0.801, -4.538)  0.127
H (2.424, 3.124, -0.550)  0.072
H (2.755, 1.558, -4.486)  0.076

Computed properties:
Energy relative to the best compared isomer or geometry (same formula, charge and spin) = 97.7 kcal/mol
Gap between HOMO and LUMO = 2.77 eV
Total charge = 0
Strongest force on any atom = 2.195 eV/A


Molecular formula: C18H18Cl48FO3P3
Method: DFT, the ωB97M-V functional and the def2-TZVPD basis

Each line ends with the Löwdin charge.
Geometry (Å):
Cl (4.373, -3.022, 9.463)  0.526
Cl (2.667, 1.264, -11.961)  0.518
Cl (3.499, -5.077, 11.304)  0.521
Cl (-7.853, 0.378, -4.552)  0.523
Cl (-0.200, 2.770, -5.060)  0.489
Cl (-1.301, 8.374, -4.117)  0.523
Cl (1.086, 7.702, -5.609)  0.510
Cl (0.052, 5.863, -3.627)  0.488
Cl (3.601, -6.059, -6.043)  0.525
Cl (-2.617, 3.391, -3.579)  0.497
Cl (5.581, -4.036, -5.443)  0.433
Cl (4.695, 6.320, -7.010)  0.520
Cl (-5.767, 0.304, -6.557)  0.504
Cl (-1.222, 0.898, -3.105)  0.577
Cl (-2.639, 1.311, -5.596)  0.502
Cl (-5.567, 2.138, -4.323)  0.483
Cl (5.222, -0.793, -9.265)  0.486
Cl (-9.533, 0.655, 6.849)  0.524
Cl (3.610, 4.001, -12.014)  0.520
Cl (5.345, 3.501, -7.130)  0.496
Cl (5.221, 1.935, -10.781)  0.462
Cl (-5.525, 2.878, 11.520)  0.524
Cl (6.541, -2.471, -3.276)  0.475
Cl (-2.340, 0.005, 7.853)  0.498
Cl (5.055, 4.813, -4.565)  0.525
Cl (1.966, -2.638, 11.022)  0.496
Cl (-1.381, 6.272, -6.107)  0.513
Cl (-6.762, 0.960, 6.066)  0.509
Cl (0.343, 1.068, 8.086)  0.541
Cl (-7.540, 1.379, 8.820)  0.481
Cl (7.962, -1.708, -9.079)  0.537
Cl (4.670, -3.958, -1.632)  0.535
Cl (-4.611, 0.711, 9.831)  0.451
Cl (7.312, 1.041, -8.447)  0.491
Cl (6.483, -1.085, -6.671)  0.501
Cl (4.972, -1.103, -1.270)  0.533
Cl (3.794, -3.691, -7.693)  0.509
Cl (-1.049, 0.129, 10.443)  0.517
Cl (-8.327, 3.286, 6.790)  0.523
Cl (-0.130, -1.760, 8.456)  0.514
Cl (-3.928, 0.744, 12.646)  0.517
Cl (3.635, -2.114, -3.610)  0.521
Cl (-6.655, 0.231, 11.832)  0.515
Cl (2.007, -4.580, 8.874)  0.503
Cl (4.897, 1.994, -13.656)  0.523
Cl (-7.539, 2.588, -6.393)  0.522
Cl (2.731, 4.347, -6.224)  0.491
Cl (5.876, -5.700, -7.798)  0.525
P (-0.284, -1.131, -0.109)  0.685
P (0.202, -2.355, 4.154)  0.438
P (-0.196, -1.812, 2.031)  0.567
F (-3.822, -3.140, 1.993)  -0.061
O (-0.667, -1.456, 5.268)  -0.264
O (1.676, -2.049, 4.400)  -0.399
O (0.026, -4.020, 4.460)  -0.209
C (4.457, 4.745, -6.232)  -2.031
C (-0.794, -0.140, 8.711)  -2.006
C (-5.179, 1.141, 11.455)  -2.024
C (-2.815, -2.761, 2.906)  -0.387
C (1.234, -1.918, -0.880)  -0.387
C (4.100, 2.299, -12.103)  -2.029
C (4.950, -2.416, -2.459)  -2.001
C (-0.386, 7.053, -4.865)  -2.032
C (0.074, 0.706, -0.182)  -0.516
C (-6.682, 1.353, -5.455)  -2.027
C (4.715, -4.872, -6.745)  -2.011
C (-8.042, 1.570, 7.133)  -2.029
C (6.742, -0.638, -8.367)  -2.002
C (-2.048, -1.552, 2.267)  -0.338
C (-3.594, -2.330, 4.208)  -0.037
C (-1.670, 2.093, -4.335)  -1.987
C (-0.848, 1.593, 0.743)  -0.152
C (2.962, -3.829, 10.166)  -2.038
H (-4.682, -2.241, 4.021)  0.085
H (1.495, -1.430, -1.845)  -0.002
H (1.148, -3.014, -1.017)  0.030
H (-1.054, 1.091, 1.714)  0.036
H (-0.230, -0.607, 5.406)  0.044
H (2.093, -1.723, -0.182)  0.018
H (0.674, -0.679, 2.264)  0.010
H (-2.202, -3.668, 3.061)  0.119
H (-2.478, -1.417, 1.247)  0.049
H (-3.381, -3.100, 4.980)  0.081
H (-3.238, -1.350, 4.587)  0.055
H (0.097, 1.061, -1.230)  -0.029
H (-0.269, -4.071, 5.381)  0.052
H (-2.286, -0.609, 2.806)  0.084
H (1.117, 0.846, 0.219)  0.071
H (-1.771, 1.872, 0.201)  0.066
H (-0.247, 2.497, 0.991)  0.073
H (0.395, -3.047, 1.572)  0.019

Computed properties:
Gap between HOMO and LUMO = 7.53 eV
Total charge = 0
Strongest force on any atom = 4.990 eV/A


Molecular formula: C18H18ClN3O3S
Method: DFT, the ωB97M-V functional and the def2-TZVPD basis

Each line ends with the Löwdin charge.
Geometry (Å):
Cl (0.530, 0.818, -2.977)  0.662
S (-1.655, 2.921, 4.339)  1.031
O (2.245, -2.955, 0.904)  0.161
O (3.663, 0.259, 0.507)  -0.093
O (1.298, -1.170, -0.117)  0.112
N (-2.124, 3.909, 1.890)  0.064
N (1.114, 1.450, 0.267)  0.136
N (-0.159, 2.013, 0.549)  -0.037
C (-1.034, 2.292, -0.611)  -0.076
C (-3.053, -0.892, -0.817)  -0.104
C (-0.849, 0.119, -2.105)  -0.570
C (-2.991, 4.054, 4.090)  -0.395
C (2.308, -1.888, 0.440)  -0.487
C (3.148, 0.798, 1.752)  -0.109
C (-2.470, -1.628, -1.813)  -0.071
C (-1.366, -1.104, -2.519)  -0.086
C (-2.540, 0.308, -0.409)  -0.039
C (4.815, -1.826, 1.317)  -0.014
C (-1.309, 3.082, 2.612)  -0.513
C (-3.064, 4.430, 2.802)  -0.255
C (1.853, 1.481, 1.408)  -0.193
C (4.195, -1.510, -0.964)  -0.030
C (-0.229, 2.424, 1.908)  -0.220
C (-1.460, 0.911, -1.084)  -0.201
C (1.020, 2.154, 2.436)  0.004
C (3.719, -1.224, 0.425)  -0.465
H (-3.761, 5.296, 2.600)  0.125
H (4.339, -1.922, 2.293)  0.079
H (-3.033, 0.815, 0.362)  0.098
H (-3.655, 4.448, 4.800)  0.049
H (-3.736, -1.364, -0.097)  0.117
H (2.901, 0.050, 2.560)  0.159
H (3.732, -0.833, -1.705)  0.100
H (1.381, 2.809, 3.284)  0.129
H (1.675, -0.363, -0.462)  0.043
H (-0.778, -1.580, -3.286)  0.098
H (4.996, -2.872, 1.090)  0.093
H (-1.889, 2.812, -0.359)  0.080
H (4.116, -2.568, -1.304)  0.122
H (5.234, -1.195, -0.949)  0.089
H (5.696, -1.168, 1.378)  0.106
H (-0.359, 2.771, -1.335)  0.109
H (3.732, 1.517, 2.169)  0.092
H (-2.911, -2.595, -1.985)  0.102

Computed properties:
Energy relative to the best compared isomer or geometry (same formula, charge and spin) = 32.7 kcal/mol
Gap between HOMO and LUMO = 8.68 eV
Total charge = 0
Strongest force on any atom = 4.739 eV/A
SMILES = CC(C)(OCc1cc(-c2nccs2)n(Cc2ccccc2Cl)n1)C(=O)O


E, record by record: -1522.40033, -2072.44972, -24135.32225, -1944.99349 a.u.
HOMO level, record by record: 1.7, -5.4, -7.6, -8.8 eV